13
Properties=species:S:1:pos:R:3 method="wB97M-V/def2-TZVPD" molar_mass_g_mol=103.170 total_charge=+1 total_energy_ha=-625.77077 e_homo_ev="-14.68 / -14.68" lumo_energy_ev="-5.23 / -5.23" relative_energy_kcal_mol=126.4
C -0.4061 -0.7385 -0.1096
C 2.0788 -0.0146 0.6876
C -2.1479 1.1726 -0.7048
N 1.2868 -0.6273 -0.3693
N 0.4104 -1.7040 0.1119
S -1.9736 -0.2684 0.2762
H 2.5448 0.8766 0.1760
H 1.4437 0.3488 1.4078
H 2.6845 -0.7852 1.1247
H -1.3348 1.1123 -1.4936
H -2.0105 2.2088 -0.2844
H -3.1670 1.1739 -1.0293
H 0.5909 -2.7550 0.2068